Molecular formula: C25H27B2ClF4N8O6SY
Method: DFT, ωB97M-V/def2-TZVPD

Calculated values
ΔE to the lowest compared entry with this formula, charge and spin = 123.5 kJ/mol
Largest force on an atom = 2.9 eV Å⁻¹
Charge = +1
Total energy = -87195.993 eV

Cartesian coordinates (Å):
Y (-0.45, 0.54, 0.36)
C (-2.43, 2.93, -3.01)
C (-1.81, 1.90, -2.14)
N (-1.20, 2.15, -1.03)
O (-1.06, 3.44, -0.62)
B (-0.63, 3.56, 0.79)
F (0.49, 2.54, 0.96)
F (-0.20, 4.78, 1.09)
O (-1.69, 3.11, 1.73)
N (-2.06, 1.83, 1.49)
C (-2.99, 1.29, 2.21)
C (-3.74, 1.98, 3.29)
C (-3.27, -0.11, 1.86)
N (-2.41, -0.66, 1.08)
O (-2.66, -1.98, 0.66)
B (-3.28, -2.15, -0.54)
F (-3.51, -3.36, -0.96)
F (-3.99, -1.15, -1.07)
O (-1.59, -1.71, -1.84)
N (-1.38, -0.35, -1.62)
C (-1.93, 0.46, -2.47)
C (-2.65, 0.01, -3.69)
C (-4.49, -0.77, 2.38)
H (-2.36, 3.90, -2.51)
H (-1.91, 3.00, -3.96)
H (-3.47, 2.69, -3.20)
H (-3.33, 2.98, 3.42)
H (-4.79, 2.07, 3.02)
H (-3.68, 1.42, 4.22)
H (-2.16, -0.88, -4.08)
H (-3.66, -0.29, -3.42)
H (-2.69, 0.79, -4.45)
H (-4.66, -0.52, 3.42)
H (-5.36, -0.43, 1.80)
H (-4.42, -1.85, 2.28)
N (7.18, 2.26, 1.83)
C (6.04, 1.68, 1.37)
C (5.08, 2.42, 0.68)
C (3.90, 1.84, 0.26)
C (3.69, 0.50, 0.53)
C (4.63, -0.27, 1.20)
C (5.80, 0.32, 1.63)
S (2.23, -0.33, -0.02)
O (1.41, 0.58, -0.87)
O (2.53, -1.58, -0.65)
N (1.13, -0.63, 1.18)
C (1.21, 0.02, 2.36)
N (2.37, 0.20, 3.00)
C (2.33, 0.82, 4.16)
C (1.14, 1.26, 4.73)
C (-0.02, 1.05, 4.00)
N (0.00, 0.44, 2.82)
H (7.44, 3.17, 1.51)
H (7.92, 1.67, 2.19)
H (5.27, 3.46, 0.46)
H (3.16, 2.41, -0.28)
H (4.42, -1.31, 1.37)
H (6.53, -0.26, 2.16)
H (3.28, 0.96, 4.65)
H (1.12, 1.74, 5.70)
H (-0.99, 1.38, 4.35)
Cl (0.56, -1.14, -3.90)
C (0.36, -2.86, -3.80)
C (0.70, -3.66, -4.88)
C (0.59, -5.04, -4.78)
C (0.16, -5.61, -3.59)
C (-0.20, -4.81, -2.52)
C (-0.10, -3.42, -2.61)
C (-0.48, -2.55, -1.45)
H (1.04, -3.20, -5.80)
H (0.85, -5.66, -5.62)
H (0.10, -6.69, -3.50)
H (-0.54, -5.24, -1.60)
H (0.38, -1.93, -1.15)
H (-0.79, -3.16, -0.59)

Molecular formula: C25H27BF3O3
Method: DFT, ωB97M-V/def2-TZVPD

Calculated values
ΔE to the lowest compared entry with this formula, charge and spin = 31.3 kJ/mol
Largest force on an atom = 4.5 eV Å⁻¹
Charge = +1
Total energy = -41326.176 eV

Cartesian coordinates (Å):
C (0.06, -5.10, -4.41)
C (-0.76, -4.59, -3.33)
C (-1.98, -4.97, -2.83)
C (-2.38, -3.96, -1.91)
C (-1.36, -3.01, -1.85)
B (-1.21, -1.40, -1.81)
O (-2.22, -0.51, -1.55)
C (-1.76, -0.31, -0.17)
C (-1.80, 1.19, 0.06)
C (-2.80, -1.01, 0.71)
C (-0.20, -0.86, -0.16)
C (0.83, 0.11, 0.39)
C (0.03, -2.27, 0.42)
O (0.10, -0.98, -1.59)
O (-0.35, -3.44, -2.72)
H (-0.60, -5.50, -5.19)
H (0.72, -4.33, -4.84)
H (0.67, -5.93, -4.04)
H (-2.55, -5.86, -3.13)
H (-3.31, -3.92, -1.33)
H (-1.55, 1.41, 1.10)
H (-1.11, 1.70, -0.62)
H (-2.82, 1.54, -0.14)
H (-3.25, -0.28, 1.39)
H (-3.60, -1.45, 0.10)
H (-2.37, -1.80, 1.32)
H (0.48, 0.56, 1.32)
H (1.76, -0.44, 0.63)
H (1.07, 0.88, -0.34)
H (0.30, -2.21, 1.47)
H (-0.83, -2.94, 0.33)
H (0.87, -2.75, -0.10)
F (3.89, 1.82, 3.07)
C (3.90, 0.75, 3.94)
F (4.94, -0.05, 3.56)
F (4.20, 1.25, 5.18)
C (2.59, 0.03, 3.93)
C (2.52, -1.33, 3.64)
C (1.29, -1.94, 3.51)
C (0.06, -1.21, 3.60)
C (-1.18, -1.80, 3.15)
C (-2.41, -1.43, 3.85)
C (-3.30, -2.41, 4.37)
C (-4.36, -2.06, 5.20)
C (-4.59, -0.72, 5.53)
C (-3.81, 0.28, 4.93)
C (-2.77, -0.07, 4.06)
C (0.21, 0.11, 4.15)
C (1.43, 0.74, 4.24)
H (3.44, -1.90, 3.49)
H (1.25, -3.01, 3.30)
H (-1.14, -2.82, 2.77)
H (-3.11, -3.46, 4.13)
H (-5.01, -2.83, 5.61)
H (-5.37, -0.44, 6.24)
H (-4.01, 1.34, 5.14)
H (-2.21, 0.71, 3.56)
H (-0.65, 0.65, 4.52)
H (1.50, 1.78, 4.55)

Molecular formula: C25H27FeI2N7O3Se2Te
Method: DFT, ωB97M-V/def2-TZVPD

Calculated values
ΔE to the lowest compared entry with this formula, charge and spin = 0.0 kJ/mol
Largest force on an atom = 1.0 eV Å⁻¹
Total energy = -231507.835 eV

Cartesian coordinates (Å):
Fe (0.15, -0.10, -0.57)
C (3.12, -4.20, 1.36)
C (2.27, -3.21, 0.60)
N (1.37, -3.52, -0.25)
O (1.16, -4.86, -0.49)
C (2.51, -1.76, 0.83)
C (3.74, -1.29, 1.53)
N (1.65, -0.92, 0.37)
O (1.81, 0.39, 0.50)
H (2.54, -5.08, 1.65)
H (3.50, -3.76, 2.27)
H (3.98, -4.52, 0.77)
H (1.85, -5.39, -0.06)
H (4.64, -1.74, 1.09)
H (3.73, -1.55, 2.59)
H (3.82, -0.21, 1.44)
Se (-3.23, 1.19, -1.84)
Se (-1.35, -0.07, -3.48)
C (-1.73, -1.55, -2.33)
C (-2.54, -2.58, -2.77)
C (-2.82, -3.63, -1.90)
C (-2.25, -3.61, -0.64)
C (-1.43, -2.55, -0.29)
N (-1.18, -1.53, -1.11)
C (-1.71, 2.30, -1.54)
C (-1.86, 3.68, -1.75)
C (-0.78, 4.52, -1.61)
C (0.45, 3.98, -1.30)
C (0.54, 2.62, -1.12)
N (-0.51, 1.78, -1.23)
H (-2.94, -2.55, -3.77)
H (-3.46, -4.44, -2.21)
H (-2.42, -4.41, 0.07)
H (-0.95, -2.51, 0.68)
H (-2.84, 4.05, -2.03)
H (-0.90, 5.59, -1.77)
H (1.34, 4.59, -1.19)
H (1.49, 2.15, -0.88)
I (-1.88, -1.01, 5.22)
C (-1.70, -0.45, 3.25)
C (-2.69, 0.04, 2.42)
N (-2.11, 0.26, 1.24)
N (-0.81, -0.03, 1.25)
C (-0.54, -0.48, 2.47)
H (-3.73, 0.25, 2.60)
H (-2.53, 0.64, 0.38)
H (0.46, -0.78, 2.74)
N (0.87, 2.33, 2.12)
C (-0.21, 3.13, 2.20)
O (-1.21, 3.02, 1.51)
C (-0.13, 4.23, 3.25)
I (-0.48, 3.38, 5.18)
H (0.88, 1.49, 1.52)
H (1.61, 2.44, 2.79)
H (-0.92, 4.95, 3.07)
H (0.84, 4.72, 3.30)
Te (1.26, -0.88, -2.90)
C (2.45, 0.72, -3.57)
C (3.83, 0.58, -3.56)
C (4.64, 1.63, -3.97)
C (4.08, 2.82, -4.40)
C (2.70, 2.96, -4.43)
C (1.88, 1.91, -4.02)
H (4.28, -0.35, -3.23)
H (5.72, 1.51, -3.95)
H (4.72, 3.63, -4.73)
H (2.25, 3.88, -4.77)
H (0.81, 2.03, -4.04)